# 1
Molecular formula: C5H7NO
Method: DFT, ωB97M-V/def2-TZVPD

Its total energy is -8833.3471 eV. The energy above the lowest of the compared OMol25 structures with the same formula, charge and spin is 2.856 eV.

Cartesian coordinates (Å):
O: -2.147 1.465 0.806
C: -0.908 0.912 0.741
C: -0.692 -0.389 0.943
C: 0.549 -1.035 0.393
C: 0.544 -0.903 -1.166
C: 1.417 0.261 -0.786
N: 1.635 -0.014 0.447
H: -2.072 2.407 0.626
H: -0.100 1.609 0.543
H: -1.507 -1.001 1.303
H: 0.773 -2.016 0.825
H: -0.419 -0.760 -1.664
H: 1.129 -1.668 -1.687
H: 1.798 1.132 -1.323

# 2
Molecular formula: C5H7NO
Method: DFT, ωB97M-V/def2-TZVPD

Its total energy is -8829.8400 eV. The energy above the lowest of the compared OMol25 structures with the same formula, charge and spin is 6.363 eV.

Cartesian coordinates (Å):
C: -2.241 0.663 0.277
C: -0.464 -0.867 0.390
C: 0.741 -0.194 -0.209
C: 1.880 0.269 0.601
O: 1.961 -0.921 -0.163
C: 0.487 0.475 -1.483
N: 0.232 1.010 -2.476
H: -1.321 -0.093 0.868
H: -2.833 0.022 -0.402
H: -1.711 1.371 -0.388
H: -0.174 -1.350 1.333
H: -0.888 -1.619 -0.274
H: 2.485 1.102 0.243
H: 1.846 0.132 1.682

# 3
Molecular formula: C5H7NO
Method: DFT, ωB97M-V/def2-TZVPD

Its total energy is -8832.4847 eV. Its SMILES is CCN=C=C1CO1. The energy above the lowest of the compared OMol25 structures with the same formula, charge and spin is 3.718 eV.

Cartesian coordinates (Å):
C: -0.391 0.037 1.801
C: 1.013 0.584 1.584
N: 1.384 0.874 0.193
C: 0.621 0.516 -0.708
C: -0.139 0.072 -1.655
C: -0.624 -0.879 -2.612
O: -1.206 0.438 -2.447
H: -0.568 -0.132 2.867
H: -0.535 -0.911 1.273
H: -1.145 0.740 1.431
H: 1.767 -0.122 1.953
H: 1.161 1.512 2.146
H: -0.085 -1.027 -3.546
H: -1.253 -1.703 -2.280

# 4
Molecular formula: C5H7NO
Method: DFT, ωB97M-V/def2-TZVPD

Its total energy is -8829.9405 eV. The energy above the lowest of the compared OMol25 structures with the same formula, charge and spin is 6.262 eV.

Cartesian coordinates (Å):
O: -1.650 0.267 -0.665
C: -1.885 -0.945 -1.079
C: -0.297 0.161 -0.099
C: 1.013 -0.419 -0.665
N: 1.398 0.162 0.688
C: 0.123 -0.495 1.210
C: 0.521 1.352 0.319
H: -2.866 -0.936 -1.577
H: 1.124 -1.507 -0.723
H: 1.483 0.094 -1.512
H: 0.178 -1.588 1.255
H: -0.253 -0.055 2.138
H: 0.168 1.927 1.177
H: 0.943 1.983 -0.467

# 5
Molecular formula: C5H7NO
Method: DFT, ωB97M-V/def2-TZVPD

Its total energy is -8829.9001 eV. The energy above the lowest of the compared OMol25 structures with the same formula, charge and spin is 6.303 eV.

Cartesian coordinates (Å):
C: -0.903 -1.605 1.462
N: -0.753 -0.350 1.639
C: -0.268 0.338 0.564
O: -0.495 1.646 0.417
C: 0.353 1.529 -0.774
C: 1.717 1.013 -0.492
C: 0.541 0.044 -0.550
H: -0.760 -2.082 0.488
H: -1.189 -2.221 2.314
H: -1.558 -2.146 -2.086
H: -0.001 2.059 -1.650
H: 2.203 1.229 0.460
H: 2.390 1.018 -1.348
H: -1.014 -1.683 -1.867

# 6
Molecular formula: C5H7NO
Method: DFT, ωB97M-V/def2-TZVPD

Its total energy is -8832.1097 eV. The energy above the lowest of the compared OMol25 structures with the same formula, charge and spin is 4.093 eV.

Cartesian coordinates (Å):
O: 1.080 1.192 -1.398
C: 0.698 0.059 -0.789
C: -0.461 -0.589 -1.281
C: -1.340 0.453 -0.408
C: -1.019 0.384 0.892
C: 0.162 -0.492 1.365
N: 1.259 -0.222 0.418
H: -0.640 -1.609 -0.929
H: -0.605 -0.486 -2.354
H: 0.226 1.662 -1.558
H: -1.572 0.946 1.643
H: -0.115 -1.553 1.296
H: 0.510 -0.317 2.386
H: 1.816 0.572 0.717